Entry 1:
Molecular formula: H16O8
Method: DFT, wB97M-V/def2-TZVPD

Element x y z (Å)
H -0.404 0.229 -0.488
H -0.791 0.980 0.731
H 2.573 -0.220 -3.822
H 3.402 -1.494 -4.052
H -2.204 -0.841 3.319
H -2.894 -0.803 1.978
H -2.848 1.144 -1.205
H -3.055 2.628 -1.376
H 1.807 -3.145 2.335
H 1.883 -2.047 1.201
H 1.870 1.739 -0.209
H 2.571 2.847 0.530
H 2.474 1.549 2.750
H 1.611 2.814 2.677
H -3.387 -3.180 -1.427
H -2.378 -3.023 -2.524
O -1.009 0.914 -0.214
O 3.473 -0.531 -3.871
O -2.741 -0.267 2.758
O -2.521 1.987 -0.896
O 1.281 -2.637 1.641
O 1.913 2.707 -0.053
O 2.335 2.386 2.310
O -2.962 -3.737 -2.095

total energy: -16637.1379 eV
frontier orbital gap: 10.15 eV
largest force on an atom: 0.117 Eh/bohr
lowest unoccupied orbital energy: -0.248 eV

Entry 2:
Molecular formula: C3H5NS
Method: DFT, wB97M-V/def2-TZVPD

Element x y z (Å)
C -0.452 -0.133 0.398
C 0.738 -0.314 -0.556
C 1.692 0.777 -0.106
H -0.164 0.002 1.418
H 0.584 -1.046 -1.353
H 2.413 1.230 -0.803
H 1.439 1.388 0.698
H 2.080 -0.765 1.132
N 1.977 -0.546 0.187
S -2.004 0.065 -0.051

total energy: -15514.6237 eV
frontier orbital gap: 8.60 eV
largest force on an atom: 0.078 Eh/bohr
lowest unoccupied orbital energy: -0.143 eV

Entry 3:
Molecular formula: C4H10O2
Method: DFT, wB97M-V/def2-TZVPD

Element x y z (Å)
C 1.571 0.957 0.456
O 1.363 -0.402 0.360
C 0.359 -0.775 -0.372
C -0.061 -2.200 -0.282
C -1.168 0.981 0.448
O -1.538 1.473 -0.831
H 2.350 1.151 1.189
H 1.745 1.435 -0.513
H 0.151 1.123 0.641
H 0.100 -0.171 -1.241
H 0.465 -2.833 -1.010
H -1.131 -2.277 -0.500
H 0.131 -2.599 0.719
H -1.777 0.095 0.638
H -1.435 1.703 1.239
H -1.125 2.338 -0.940

total energy: -8400.2603 eV
frontier orbital gap: 8.04 eV
largest force on an atom: 0.007 Eh/bohr
lowest unoccupied orbital energy: 0.795 eV

Entry 4:
Molecular formula: C7H14N2
Method: DFT, wB97M-V/def2-TZVPD

Element x y z (Å)
C 0.627 0.925 -2.288
C -0.152 -0.156 -2.459
C 0.656 0.500 -0.763
C -2.343 -0.939 -0.320
C -0.463 -1.516 1.383
C 1.164 1.050 0.626
C -0.870 -1.352 -0.078
N -0.138 -0.493 -0.931
N 2.110 2.238 0.471
H 0.975 1.771 -2.719
H -0.559 -0.899 -3.223
H -3.076 -1.609 0.156
H -2.342 -0.044 0.214
H -2.610 -0.808 -1.404
H -0.379 -0.506 1.928
H 0.510 -2.010 1.487
H -1.009 -2.280 1.784
H 1.903 0.215 1.046
H 0.177 1.278 1.207
H -0.672 -2.365 -0.501
H 2.353 2.547 1.445
H 1.509 2.995 0.007
H 2.913 2.034 -0.145

total energy: -10444.2895 eV
frontier orbital gap: 8.51 eV
largest force on an atom: 0.094 Eh/bohr
charge: +2
lowest unoccupied orbital energy: -9.430 eV

Entry 5:
Molecular formula: C5H12N4O
Method: DFT, wB97M-V/def2-TZVPD

Element x y z (Å)
C 0.953 0.119 1.354
C -1.438 -0.701 0.758
N 1.146 0.959 0.174
C 0.134 1.854 -0.212
C 0.110 -0.964 0.713
N 2.278 0.726 -0.668
N -0.063 1.885 -1.567
N -2.076 -1.070 -0.502
C 0.629 -2.107 0.223
O -0.566 2.502 0.554
H 2.631 1.649 -0.935
H 1.935 0.305 -1.530
H -0.899 2.411 -1.790
H -0.111 0.943 -1.942
H -3.036 -0.729 -0.496
H -2.146 -2.085 -0.540
H 0.413 0.654 2.140
H 1.922 -0.249 1.705
H -1.854 -1.274 1.594
H -1.684 0.342 0.969
H 0.037 -2.837 -0.316
H 1.687 -2.332 0.311

total energy: -13386.1915 eV
frontier orbital gap: 9.61 eV
largest force on an atom: 0.043 Eh/bohr
lowest unoccupied orbital energy: 0.861 eV

Entry 6:
Molecular formula: C3H11ClN2Si
Method: DFT, wB97M-V/def2-TZVPD

Element x y z (Å)
C -0.771 -0.601 -1.791
C -0.377 -0.991 1.372
C -1.575 1.549 0.297
N 1.233 0.962 -0.338
N 3.043 -0.749 0.501
Si -0.291 0.123 -0.125
Cl 4.449 -0.128 0.079
H -1.840 -0.588 -2.042
H -0.315 -0.118 -2.567
H -0.595 -1.669 -1.839
H -0.967 -0.543 2.166
H -1.008 -1.900 1.167
H 0.533 -1.452 1.685
H -2.543 1.052 0.193
H -1.434 1.657 1.389
H -1.450 2.567 -0.129
H 1.431 1.228 -1.280
H 2.479 -0.400 1.263

total energy: -26665.6820 eV
frontier orbital gap (spin up / spin down): 10.05 / 7.94 eV
expectation value of S²: 2.009
largest force on an atom: 0.064 Eh/bohr
lowest unoccupied orbital energy (spin up / spin down): 0.877 / -1.471 eV
multiplicity: 3

Entry 7:
Molecular formula: C5H8NS
Method: DFT, wB97M-V/def2-TZVPD

Element x y z (Å)
C 1.275 0.520 0.833
C 0.220 1.464 0.780
C -0.852 1.064 -0.444
C 2.290 -1.613 0.132
C -1.225 -0.322 -0.447
N 1.594 -0.550 0.418
S -2.618 -0.529 0.499
H -0.251 1.754 1.737
H 0.636 2.510 0.693
H -1.652 1.765 -0.389
H -0.156 1.267 -1.294
H 1.882 -2.573 0.643
H 2.775 -1.620 -0.831
H -0.446 -1.101 -0.563
H -2.446 -1.754 0.730

total energy: -17627.9701 eV
frontier orbital gap (spin up / spin down): 7.89 / 4.92 eV
largest force on an atom: 0.063 Eh/bohr
charge: +1
lowest unoccupied orbital energy (spin up / spin down): -5.245 / -6.656 eV

Entry 8:
Molecular formula: C19H42NO2P3SV
Method: DFT, wB97M-V/def2-TZVPD

Element x y z (Å)
V 0.075 0.088 0.843
P -0.701 2.035 1.813
P -2.134 -0.448 -0.030
P 2.257 1.085 0.445
H 0.069 -2.137 -7.112
C 1.125 -2.344 -6.888
C 1.487 -3.518 -6.352
H 0.731 -4.278 -6.115
C -1.118 3.372 0.630
C -2.211 1.951 2.853
C 0.408 2.894 2.994
C -2.318 -1.896 -1.134
C -3.104 -0.991 1.438
C -3.190 0.806 -0.810
C 3.416 0.336 -0.758
C 3.199 0.916 1.996
C 2.360 2.849 0.002
H 1.852 -1.589 -7.208
H 2.539 -3.807 -6.218
H -1.513 4.220 1.207
H -1.873 3.020 -0.087
H -0.217 3.680 0.085
H -2.327 2.917 3.366
H -2.106 1.158 3.607
H -3.105 1.751 2.247
H -0.169 3.691 3.484
H 1.279 3.338 2.496
H 0.749 2.176 3.751
H -3.382 -2.097 -1.335
H -1.861 -2.775 -0.659
H -1.796 -1.718 -2.085
H -3.920 -0.289 1.671
H -2.446 -1.100 2.317
H -3.510 -1.987 1.220
H -4.006 0.300 -1.333
H -2.592 1.372 -1.533
H -3.599 1.493 -0.060
H 4.343 0.922 -0.779
H 2.996 0.310 -1.768
H 3.636 -0.697 -0.469
H 4.234 1.241 1.839
H 3.200 -0.131 2.319
H 2.751 1.508 2.797
H 3.376 3.052 -0.351
H 2.136 3.515 0.840
H 1.658 3.069 -0.812
C 0.729 -1.385 -2.156
C 0.700 -0.067 -2.651
C 0.182 0.180 -3.915
C -0.303 -0.864 -4.704
C -0.245 -2.180 -4.221
C 0.435 -2.454 -3.045
S 0.956 -1.799 -0.506
H -0.527 0.557 -0.516
H 1.053 0.760 -2.030
H 0.161 1.201 -4.305
H -0.632 -0.675 -5.724
H -0.611 -2.994 -4.842
H 0.698 -3.461 -2.738
N 0.288 -0.982 5.905
C -0.151 -2.023 4.920
C -0.048 -1.384 3.544
O -0.563 -1.943 2.546
O 0.596 -0.278 3.535
H 1.235 -1.223 6.228
H -0.326 -0.965 6.728
H 0.342 -0.063 5.422
H 0.509 -2.879 5.005
H -1.159 -2.346 5.160

total energy: -90331.6229 eV
frontier orbital gap (spin up / spin down): 5.72 / 4.54 eV
expectation value of S²: 2.066
largest force on an atom: 0.095 Eh/bohr
charge: +3
lowest unoccupied orbital energy (spin up / spin down): -10.301 / -11.357 eV
multiplicity: 3